{
  "formula": "CHNO3",
  "method": "ωB97M-V with the def2-TZVPD basis set",
  "species": ["N", "C", "O", "O", "O", "H"],
  "coordinates": [[1.2274, -0.1389, -0.3125], [-1.0108, -0.0876, 0.0665], [-0.3457, -1.0123, 0.5271], [0.4630, 0.8515, -0.6063], [-2.0288, 0.3409, -0.2766], [1.6949, 0.0464, 0.6017]],
  "atomic_forces_ev_per_a": [[-0.66, 2.53, -1.57], [-1.60, -4.07, 0.97], [-1.30, 1.51, 0.20], [2.97, -1.05, 0.23], [0.92, 0.99, 0.06], [-0.33, 0.10, 0.10]],
  "nbo_charge": [0.11, 1.04, -0.58, -0.44, -0.43, 0.30],
  "gap_ha": 0.3104,
  "e_tot_ev": -8681.2516,
  "relative_energy_kj_mol": 234.7,
  "mol_weight_g_mol": 75.02
}

=====

{
  "formula": "CHNO3",
  "method": "ωB97M-V with the def2-TZVPD basis set",
  "species": ["N", "O", "O", "H", "C", "O"],
  "coordinates": [[-0.2810, 0.1056, 1.4470], [-1.0793, -0.0624, 2.3685], [-0.6733, -0.2172, 0.2629], [-0.1574, -0.3492, -1.9711], [0.5694, 0.0347, -1.2372], [1.6216, 0.4884, -0.8700]],
  "atomic_forces_ev_per_a": [[0.69, 0.62, 2.45], [1.00, -0.01, -2.67], [-0.49, -0.56, -2.57], [0.61, 0.24, 0.09], [3.55, 2.18, 5.67], [-5.36, -2.47, -2.98]],
  "nbo_charge": [0.29, -0.37, -0.50, 0.25, 0.69, -0.36],
  "gap_ha": 0.2871,
  "e_tot_ev": -8680.4708,
  "relative_energy_kj_mol": 310.1,
  "mol_weight_g_mol": 75.02
}

=====

{
  "formula": "CHNO3S",
  "method": "ωB97M-V with the def2-TZVPD basis set",
  "species": ["C", "N", "O", "O", "O", "S", "H"],
  "coordinates": [[0.2286, -0.9516, 1.3037], [-0.5348, -0.7717, 0.4522], [-1.2121, -0.9827, -0.5196], [-0.2139, 1.8433, -0.7201], [1.2943, -0.0049, -1.4155], [0.0817, 0.8116, -1.6424], [0.3562, 0.0560, 2.5417]],
  "atomic_forces_ev_per_a": [[2.00, 3.88, 6.31], [-1.69, -1.77, -1.51], [-0.41, 0.76, -0.07], [-0.16, 0.86, 0.98], [-2.12, 1.79, -0.41], [2.67, -2.17, -1.30], [-0.29, -3.35, -4.01]],
  "nbo_charge": [0.05, 0.07, -0.38, -0.86, -0.85, 1.66, 0.31],
  "gap_ha": 0.3331,
  "e_tot_ev": -19514.7485,
  "relative_energy_kj_mol": 560.2,
  "mol_weight_g_mol": 107.09
}